Record 1
ORCA calculation (ωB97M-V/def2-TZVPD) on a cluster of 5 separate species, C17H44FNO7S in total.

Values from the calculation:
2S+1: 1
Kohn-Sham gap (eV): 9.85

Cartesian coordinates (Å):
C 0.975 3.062 3.640
N 1.062 2.115 4.847
C 1.615 0.764 4.443
O 0.567 -0.177 3.926
S 1.403 -0.989 2.635
O 1.917 -2.379 3.178
O 0.282 -1.263 1.350
C 0.969 -1.709 0.129
C 2.123 -0.690 -0.435
C 1.780 0.906 -0.282
F 3.495 -0.975 0.122
H 1.298 2.532 2.647
H -0.135 3.463 3.629
H 1.665 4.018 3.761
H 1.725 2.568 5.545
H 2.439 0.956 3.630
H 2.142 0.226 5.344
H 1.521 -2.745 0.345
H 0.196 -1.952 -0.747
H 2.223 -0.904 -1.604
H 2.510 1.525 -0.990
H 1.988 1.284 0.817
H 0.687 1.207 -0.572
C 4.952 1.957 -4.681
C 4.715 1.364 -3.301
C 5.572 0.129 -3.075
O 3.340 1.016 -3.166
H 4.689 1.240 -5.467
H 4.320 2.839 -4.835
H 5.998 2.250 -4.811
H 4.941 2.114 -2.535
H 5.331 -0.654 -3.803
H 5.383 -0.295 -2.083
H 6.637 0.366 -3.157
H 3.131 0.351 -3.843
C -4.023 -2.547 1.274
C -3.297 -3.839 1.609
C -3.179 -4.035 3.112
O -1.993 -3.812 1.033
H -3.481 -1.679 1.666
H -4.090 -2.413 0.189
H -5.035 -2.543 1.690
H -3.832 -4.687 1.168
H -2.606 -3.220 3.570
H -2.643 -4.963 3.338
H -4.165 -4.076 3.584
H -1.511 -3.062 1.418
C -0.686 -0.640 -4.488
C -0.221 -1.979 -3.940
C -0.954 -3.134 -4.604
O -0.451 -2.020 -2.534
H -1.754 -0.488 -4.300
H -0.158 0.183 -3.993
H -0.507 -0.571 -5.566
H 0.857 -2.088 -4.099
H -2.032 -3.071 -4.420
H -0.618 -4.091 -4.191
H -0.784 -3.140 -5.685
H -1.406 -1.924 -2.384
C -3.351 2.156 1.823
C -3.297 3.531 2.469
C -4.692 4.099 2.679
O -2.548 4.414 1.638
H -3.827 2.204 0.837
H -2.340 1.764 1.666
H -3.908 1.449 2.446
H -2.777 3.466 3.431
H -5.216 4.216 1.724
H -4.637 5.094 3.133
H -5.289 3.450 3.328
H -3.003 4.478 0.781

***

Record 2
ORCA calculation (ωB97M-V/def2-TZVPD) on a cluster of 2 separate species, C17H44N5PSi2 in total.

Values from the calculation:
2S+1: 1
Kohn-Sham gap (eV): 3.92

Cartesian coordinates (Å):
C -2.757 -1.995 -1.961
C -2.584 -3.083 -3.027
C -1.799 -2.625 -4.255
C -0.317 -2.394 -3.962
C 0.480 -2.041 -5.230
N 1.279 -0.817 -5.057
C 2.374 -0.715 -4.363
N 2.968 -1.805 -3.792
C 3.705 -1.453 -2.541
C 2.858 -0.426 -1.798
P 3.348 0.000 -0.017
C 4.563 -1.317 0.388
C 1.830 -0.628 0.806
C 2.671 0.872 -2.630
N 3.653 1.890 -2.346
N 2.869 0.558 -4.089
H -2.754 -2.407 -0.953
H -3.699 -1.460 -2.084
H -1.964 -1.245 -2.001
H -3.565 -3.429 -3.357
H -2.085 -3.959 -2.603
H -2.237 -1.698 -4.645
H -1.883 -3.375 -5.048
H -0.207 -1.582 -3.240
H 0.109 -3.285 -3.498
H -0.183 -1.850 -6.072
H 1.152 -2.845 -5.525
H 0.947 0.052 -5.452
H 3.423 -2.444 -4.434
H 4.726 -1.115 -2.743
H 3.762 -2.369 -1.959
H 1.869 -0.886 -1.710
H 5.486 -1.151 -0.172
H 4.222 -2.343 0.241
H 4.806 -1.187 1.444
H 0.996 -0.465 0.121
H 1.615 -0.030 1.691
H 1.852 -1.683 1.083
H 1.636 1.201 -2.496
H 3.838 2.441 -3.176
H 3.366 2.524 -1.613
H 3.885 0.490 -4.177
C -5.193 1.419 3.325
Si -3.513 1.620 4.182
C -3.309 0.039 5.226
C -3.775 3.006 5.459
N -2.313 1.893 3.073
Si -0.693 2.132 3.232
C 0.298 0.683 3.991
C -0.130 3.661 4.210
C 0.096 2.329 1.511
H -6.006 1.236 4.034
H -5.434 2.322 2.757
H -5.159 0.582 2.622
H -4.211 -0.193 5.801
H -2.480 0.133 5.935
H -3.094 -0.812 4.573
H -3.843 3.972 4.951
H -2.941 3.060 6.166
H -4.692 2.862 6.039
H 0.092 0.578 5.060
H 1.382 0.812 3.879
H 0.008 -0.256 3.507
H -0.677 4.541 3.863
H 0.941 3.859 4.100
H -0.336 3.543 5.278
H -0.323 3.185 0.975
H -0.133 1.422 0.942
H 1.185 2.452 1.560

***

Record 3
ORCA calculation (ωB97M-V/def2-TZVPD) on a cluster of 7 separate species, C17H45BrFIN4O7PS6 in total.

Values from the calculation:
Total charge: +1
2S+1: 1
Kohn-Sham gap (eV): 5.59

Cartesian coordinates (Å):
C -4.129 6.626 0.636
C -3.241 6.236 -0.575
C -3.911 5.291 -1.636
Br -5.251 4.192 -0.741
N -2.822 4.465 -2.227
C -2.720 3.159 -2.139
N -1.626 2.663 -2.740
C -1.051 3.805 -3.226
N 0.103 3.669 -3.883
F 0.602 2.422 -3.966
N -1.757 4.916 -2.955
P -1.357 6.592 -3.461
O -2.775 7.433 -3.554
I -0.593 6.534 -5.804
H -5.149 6.935 0.369
H -4.123 5.817 1.381
H -3.669 7.496 1.141
H -2.371 5.688 -0.168
H -2.848 7.155 -1.040
H -4.435 5.838 -2.431
H -3.357 2.434 -1.638
H 0.612 4.464 -4.254
H -3.291 7.044 -4.296
C 0.477 0.117 -1.726
S 0.025 -1.551 -1.219
O 0.068 -1.582 0.269
C 1.519 -2.350 -1.819
H -0.314 0.794 -1.411
H 1.417 0.410 -1.255
H 0.573 0.153 -2.811
H 2.393 -1.911 -1.344
H 1.581 -2.237 -2.902
H 1.468 -3.407 -1.569
C -1.676 -2.181 2.987
S -3.176 -3.122 2.681
O -4.330 -2.223 2.966
C -2.994 -4.226 4.090
H -1.604 -1.398 2.236
H -1.717 -1.733 3.981
H -0.810 -2.838 2.906
H -2.949 -3.648 5.013
H -2.086 -4.819 3.973
H -3.857 -4.889 4.119
C -4.474 2.224 -5.038
S -3.408 3.609 -5.459
O -4.256 4.840 -5.470
C -3.130 3.124 -7.167
H -4.802 2.343 -4.005
H -5.343 2.214 -5.696
H -3.915 1.293 -5.135
H -4.083 3.053 -7.690
H -2.611 2.165 -7.192
H -2.510 3.884 -7.641
C 5.206 -2.213 0.662
S 5.542 -3.185 -0.812
O 4.225 -3.658 -1.335
C 6.312 -4.565 0.043
H 4.683 -1.306 0.361
H 4.579 -2.786 1.346
H 6.148 -1.950 1.141
H 5.617 -4.983 0.771
H 7.219 -4.218 0.540
H 6.568 -5.324 -0.695
C 10.845 -1.480 1.446
S 9.160 -0.869 1.593
O 8.248 -2.011 1.298
C 9.207 0.170 0.125
H 11.023 -2.189 2.253
H 10.975 -1.980 0.486
H 11.542 -0.646 1.535
H 9.441 -0.436 -0.751
H 9.956 0.950 0.256
H 8.226 0.627 -0.002
C -4.358 -6.343 9.148
S -3.061 -6.539 7.915
O -2.488 -5.191 7.652
C -4.167 -6.928 6.548
H -3.892 -6.056 10.089
H -5.053 -5.564 8.833
H -4.883 -7.290 9.276
H -4.876 -6.111 6.401
H -4.699 -7.855 6.763
H -3.566 -7.054 5.649

***

Record 4
ORCA calculation (ωB97M-V/def2-TZVPD) on a cluster of 4 separate species, C17H45N3O9PS2 in total.

Values from the calculation:
Total charge: -1
2S+1: 1
Kohn-Sham gap (eV): 8.66

Cartesian coordinates (Å):
N 3.363 -0.689 -2.172
P 3.155 -1.709 -3.410
O 2.549 -3.284 -2.854
O 4.731 -2.017 -4.096
S 1.873 -0.958 -4.981
O 0.936 -2.080 -5.559
O 2.856 -0.624 -6.172
N 1.059 0.533 -4.608
S -0.256 0.346 -3.484
O -0.890 1.785 -3.330
O 0.205 -0.018 -2.018
C -1.656 -0.762 -4.051
C -2.098 -1.908 -2.915
C -0.906 -2.980 -2.573
C -1.297 -4.555 -2.801
C -0.330 -5.317 -3.910
N -0.766 -4.949 -5.330
H 2.783 0.157 -2.361
H 2.082 -3.155 -1.962
H 4.947 -2.988 -3.973
H -1.494 -1.249 -5.124
H -2.637 -0.093 -4.178
H -3.014 -2.530 -3.328
H -2.438 -1.346 -1.919
H 0.042 -2.645 -3.174
H -0.627 -2.825 -1.422
H -2.406 -4.712 -3.141
H -1.107 -5.134 -1.774
H 0.811 -5.083 -3.787
H -0.458 -6.484 -3.760
H -1.786 -5.248 -5.354
H -0.274 -5.569 -6.013
C -1.251 -0.195 1.115
C -2.628 -0.773 0.827
O -3.234 -1.387 1.962
C -3.460 -0.549 3.092
C -4.371 0.631 2.797
H -0.580 -0.975 1.494
H -0.818 0.232 0.205
H -1.290 0.595 1.868
H -2.528 -1.551 0.064
H -3.294 -0.013 0.407
H -2.505 -0.216 3.512
H -3.932 -1.175 3.858
H -3.947 1.297 2.042
H -4.541 1.217 3.706
H -5.338 0.283 2.419
C -5.239 5.685 6.020
C -4.822 4.274 5.635
O -4.746 4.069 4.227
C -3.822 4.889 3.515
C -2.385 4.723 3.978
H -6.211 5.931 5.575
H -5.316 5.776 7.108
H -4.522 6.431 5.672
H -5.571 3.572 6.015
H -3.875 4.000 6.109
H -4.134 5.938 3.564
H -3.890 4.596 2.461
H -2.255 5.008 5.024
H -1.716 5.345 3.374
H -2.071 3.677 3.883
C 7.649 0.877 2.330
C 6.522 -0.121 2.114
O 5.368 0.450 1.502
C 5.553 1.020 0.208
C 6.050 0.025 -0.826
H 7.304 1.717 2.944
H 8.494 0.395 2.834
H 8.014 1.289 1.387
H 6.203 -0.505 3.088
H 6.866 -0.986 1.540
H 6.217 1.889 0.271
H 4.576 1.401 -0.109
H 7.029 -0.384 -0.564
H 6.138 0.505 -1.806
H 5.355 -0.818 -0.911

***

Record 5
ORCA calculation (ωB97M-V/def2-TZVPD) on a cluster of 7 separate species, C17H46F6N4O7 in total.

Values from the calculation:
2S+1: 1
Relative energy (zero: lowest compared OMol25 entry of this formula, charge and spin) (eV): 2.581
Kohn-Sham gap (eV): 8.65

Cartesian coordinates (Å):
N 2.343 18.377 4.591
H 2.887 18.192 3.761
H 3.041 18.817 5.173
H 2.014 17.545 5.062
H 1.569 18.996 4.396
N -1.580 18.098 4.699
H -0.813 17.463 4.865
H -1.117 18.873 4.247
H -1.963 18.367 5.595
H -2.173 17.690 3.991
C 1.027 15.462 6.600
O 2.456 15.393 6.354
O 0.466 16.393 5.703
C 0.369 14.026 6.727
F 0.660 13.045 5.779
F 0.786 13.522 7.878
F -0.962 14.160 6.663
C 3.360 14.816 7.273
C 4.788 15.219 6.804
H 5.015 16.285 6.806
H 5.452 14.805 7.563
H 5.071 14.846 5.820
H 3.278 13.729 7.302
H 3.194 15.083 8.316
H 0.902 15.862 7.606
C -0.345 21.051 3.058
O -1.604 20.498 2.748
O 0.246 20.225 4.029
C 0.405 21.546 1.727
F 0.245 20.668 0.692
F -0.142 22.722 1.329
F 1.701 21.771 1.799
C -2.628 21.375 2.268
C -3.723 20.503 1.704
H -3.803 19.599 2.308
H -4.711 20.962 1.671
H -3.446 20.250 0.681
H -2.392 22.102 1.492
H -3.094 21.896 3.104
H -0.573 21.998 3.549
C 2.619 14.775 3.404
O 1.244 14.960 3.314
H 3.057 15.677 3.830
H 2.738 13.947 4.103
H 3.121 14.552 2.463
H 1.081 15.263 4.210
C -0.644 17.194 1.540
C -2.176 17.404 1.471
C -2.780 16.828 0.159
O -4.210 16.880 0.239
C -4.829 16.045 -0.740
N -2.857 16.787 2.577
H -0.211 17.573 2.466
H -0.184 17.815 0.772
H -0.360 16.143 1.477
H -2.294 18.487 1.440
H -2.457 15.787 0.136
H -2.450 17.314 -0.759
H -4.890 16.528 -1.715
H -5.854 15.973 -0.374
H -4.420 15.043 -0.871
H -2.473 15.870 2.757
H -3.767 16.656 2.159
C -2.982 20.638 6.105
C -2.403 19.743 7.213
C -2.701 20.167 8.660
O -1.810 21.173 9.018
C -1.958 21.813 10.283
N -3.007 18.410 6.995
H -2.865 20.215 5.107
H -2.541 21.632 6.173
H -4.026 20.670 6.419
H -1.335 19.561 7.088
H -2.719 19.317 9.342
H -3.692 20.615 8.728
H -2.985 22.012 10.589
H -1.448 22.775 10.326
H -1.466 21.157 11.001
H -4.008 18.520 7.075
H -2.668 17.894 7.794

***

Record 6
ORCA calculation (ωB97M-V/def2-TZVPD) on a structure of composition C17H46Li2N7O9.

Values from the calculation:
Total charge: +1
2S+1: 1
Relative energy (zero: lowest compared OMol25 entry of this formula, charge and spin) (eV): 0.000
Kohn-Sham gap (eV): 6.86

Cartesian coordinates (Å):
Li -3.173 3.025 0.671
Li -1.872 -0.544 2.447
C -0.766 1.645 1.433
O -2.055 1.080 1.358
H -0.001 1.006 1.909
H -0.317 1.741 0.428
H -0.775 2.630 1.912
C -4.762 2.516 -1.770
C -3.429 1.800 -1.865
O -2.448 2.789 -1.500
O -4.991 2.846 -0.384
H -5.596 1.894 -2.095
H -4.658 3.489 -2.259
H -3.119 1.469 -2.859
H -3.421 0.996 -1.117
H -1.603 2.366 -1.716
H -5.928 2.958 -0.220
C -2.865 4.498 2.961
C -2.527 5.527 1.933
O -1.938 4.840 0.801
O -3.885 3.615 2.400
H -3.278 4.926 3.870
H -1.953 3.904 3.068
H -1.787 6.215 2.347
H -3.450 5.924 1.501
H -1.811 5.474 0.092
H -4.549 3.611 3.091
C 2.304 4.439 -0.353
O 2.726 3.280 -0.256
N 0.973 4.704 -0.510
N 3.125 5.502 -0.576
H 0.242 4.027 -0.402
H 0.681 5.589 -0.880
H 2.768 6.398 -0.291
H 4.094 5.266 -0.421
C 2.825 -0.530 3.405
O 2.166 -1.508 3.748
N 4.007 -0.673 2.724
N 2.506 0.754 3.711
H 4.175 -1.497 2.179
H 4.504 0.149 2.429
H 1.699 0.949 4.268
H 3.241 1.428 3.606
C 0.727 0.851 -2.339
O 0.265 -0.209 -2.764
N 1.597 0.859 -1.281
N 0.397 2.101 -2.784
H 1.763 -0.051 -0.888
H 1.799 1.693 -0.737
H 0.959 2.804 -2.335
H -0.116 2.269 -3.627
C 2.351 -2.935 -1.463
C 1.064 -3.086 -0.589
C -0.160 -3.003 -1.523
C -0.337 -4.229 -2.344
C -0.277 -5.525 -1.533
C 0.847 -5.648 -0.464
N 1.083 -4.328 0.156
O 2.017 -4.383 1.203
C 0.270 -6.516 0.612
C 2.078 -6.318 -1.095
C 0.925 -1.911 0.383
H 2.220 -3.123 -2.525
H 2.764 -1.921 -1.417
H 3.143 -3.523 -0.990
H -1.087 -2.896 -0.937
H -0.162 -2.058 -2.071
H -1.292 -4.389 -2.861
H 0.335 -4.285 -3.209
H -0.185 -6.284 -2.314
H -1.228 -5.695 -1.028
H 0.944 -6.698 1.461
H -0.078 -7.517 0.344
H -0.563 -6.123 1.208
H 2.341 -5.842 -2.043
H 1.995 -7.393 -1.267
H 2.981 -6.262 -0.477
H 0.341 -2.198 1.260
H 1.889 -1.529 0.729
H 0.444 -1.027 -0.047
H 2.866 -4.185 0.772